20
Properties=species:S:1:pos:R:3 method="wB97M-V/def2-TZVPD" fmax_ev_per_a=7.68 lumo_ev=-2.6 homo_lumo_gap_ev=5.757 e_above_lowest_kcal_mol=151.3
C 0.362 0.001 0.108
O 0.924 0.974 -0.603
C 0.197 -1.225 -0.807
C -0.495 -2.323 -0.073
N -0.409 -0.907 -2.064
H 0.957 -0.375 0.994
H -0.703 0.200 0.449
H 0.017 -1.332 -2.908
H 1.204 -1.541 -1.058
H -1.602 -1.936 -0.002
H -0.120 -2.622 0.982
H -0.558 -3.226 -0.715
H 2.035 -1.846 -1.060
H -0.488 0.099 -2.198
H -0.079 3.230 3.073
H 0.541 1.889 3.040
O 0.035 2.471 3.625
H 0.117 2.666 0.004
H -1.140 2.798 -0.841
O -0.794 3.004 0.057



75
Properties=species:S:1:pos:R:3 method="wB97M-V/def2-TZVPD" fmax_ev_per_a=0.74 lumo_ev=0.2 homo_lumo_gap_ev=9.072 e_above_lowest_kcal_mol=13.8
Sr -1.704 -1.547 2.075
B 1.748 -1.673 2.456
N 1.141 -2.567 3.572
C 1.643 -3.683 4.129
C 0.652 -4.297 4.872
C -0.458 -3.461 4.709
N -0.154 -2.419 3.936
N 1.505 -2.357 1.071
C 2.407 -2.925 0.254
C 1.734 -3.562 -0.774
C 0.384 -3.328 -0.488
N 0.256 -2.603 0.622
H 2.944 -1.594 2.602
H 1.175 -0.597 2.481
H 2.671 -3.957 3.953
H 0.726 -5.202 5.450
H -1.457 -3.550 5.110
H 3.460 -2.844 0.472
H 2.158 -4.123 -1.590
H -0.495 -3.653 -1.026
O -3.855 -2.042 3.316
C -4.277 -1.941 2.140
O -3.770 -2.541 1.153
C -5.132 -0.741 1.804
C -6.538 -0.740 1.679
C -7.149 0.420 1.313
C -6.369 1.575 1.063
C -6.930 2.814 0.665
C -6.129 3.893 0.431
C -4.728 3.785 0.582
C -4.158 2.604 0.967
C -4.969 1.472 1.218
N -4.372 0.307 1.600
H -7.095 -1.648 1.870
H -8.226 0.475 1.203
H -8.005 2.886 0.552
H -6.562 4.838 0.128
H -4.103 4.648 0.391
H -3.087 2.495 1.086
Cl 2.393 -2.418 -5.725
C 2.347 -1.139 -4.554
C 1.705 -1.344 -3.346
C 1.682 -0.321 -2.416
C 2.274 0.916 -2.674
C 2.186 2.026 -1.657
C 0.797 2.667 -1.597
N -0.209 1.785 -1.042
C -1.169 1.087 -1.748
C -1.734 0.227 -0.859
N -1.157 0.408 0.382
C -0.247 1.339 0.232
O 2.491 1.611 -0.340
C 3.639 0.774 -0.226
C 4.866 1.399 -0.814
C 5.698 0.801 -1.710
Cl 5.536 -0.780 -2.365
S 6.997 1.808 -2.196
C 6.423 3.083 -1.205
C 5.303 2.730 -0.526
C 2.927 1.073 -3.896
Cl 3.729 2.564 -4.313
C 2.970 0.061 -4.842
H 1.244 -2.297 -3.126
H 1.218 -0.503 -1.452
H 2.869 2.825 -1.949
H 0.486 2.936 -2.606
H 0.847 3.581 -1.006
H -1.330 1.251 -2.801
H -2.521 -0.495 -1.024
H 0.421 1.701 0.996
H 3.454 -0.193 -0.701
H 3.753 0.596 0.842
H 6.955 4.021 -1.165
H 4.786 3.388 0.160
H 3.486 0.212 -5.780



87
Properties=species:S:1:pos:R:3 method="wB97M-V/def2-TZVPD" fmax_ev_per_a=2.48 lumo_ev=-11.0 homo_lumo_gap_ev=5.035 e_above_lowest_kcal_mol=11.8 charge=+3
Ti 0.211 -1.136 0.148
O 0.437 0.068 1.460
C 1.274 -0.276 2.517
C 0.844 -0.058 3.814
C 1.683 -0.358 4.873
C 2.950 -0.881 4.632
C 3.378 -1.104 3.337
C 2.556 -0.794 2.251
C 2.984 -1.006 0.876
N 2.169 -1.048 -0.203
C 2.957 -1.326 -1.312
C 4.242 -1.429 -0.900
N 4.236 -1.229 0.463
H -0.152 0.338 3.972
H 1.348 -0.181 5.886
H 3.601 -1.124 5.460
H 4.352 -1.547 3.171
H 2.552 -1.418 -2.304
H 5.143 -1.624 -1.456
H 5.057 -1.242 1.053
Br -0.345 -2.758 -1.822
B -1.203 -4.287 -0.848
B -2.010 -5.660 -1.582
C -1.773 -6.892 -0.437
B -0.450 -5.869 -0.714
B -0.813 -6.495 0.919
B -2.583 -6.679 1.044
B -3.319 -6.164 -0.492
B -2.974 -4.419 -0.744
Br -4.044 -3.092 -1.681
B -3.363 -5.066 0.915
Br -5.002 -4.579 1.832
B -1.773 -5.288 1.810
Br -1.588 -4.972 3.720
B -0.478 -4.775 0.684
Br 1.051 -3.655 1.282
B -2.032 -3.911 0.687
Br -2.013 -2.021 1.321
H -2.073 -5.888 -2.733
H -1.699 -7.904 -0.808
H 0.497 -6.230 -1.307
H -0.092 -7.272 1.421
H -3.034 -7.593 1.624
H -4.243 -6.738 -0.931
C -1.815 3.204 -2.506
N -2.060 1.869 -3.018
C -2.608 1.682 -4.373
C -2.747 0.153 -4.491
N -2.242 -0.309 -3.189
C -1.915 0.714 -2.406
S -1.446 0.553 -0.752
H -1.134 3.734 -3.173
H -1.382 3.150 -1.510
H -2.753 3.759 -2.460
H -1.921 2.104 -5.105
H -3.563 2.202 -4.460
H -2.141 -0.258 -5.297
H -3.778 -0.164 -4.638
H -2.471 -1.226 -2.830
C 3.584 5.478 -0.999
C 3.032 4.124 -0.570
C 2.018 3.565 -1.568
C 1.565 2.140 -1.234
Ge 0.894 2.071 0.661
C -0.539 3.168 1.477
C -0.168 4.652 1.358
C -1.274 5.558 1.897
C -0.860 7.024 1.870
H 4.315 5.845 -0.281
H 2.786 6.218 -1.080
H 4.074 5.399 -1.970
H 2.549 4.225 0.413
H 3.855 3.411 -0.453
H 2.465 3.549 -2.566
H 1.155 4.235 -1.616
H 2.417 1.461 -1.286
H 0.800 1.801 -1.927
H 2.119 2.029 1.601
H -0.599 2.870 2.526
H -1.500 2.955 1.011
H 0.026 4.917 0.312
H 0.752 4.848 1.916
H -1.520 5.260 2.920
H -2.183 5.416 1.304
H -0.037 7.209 2.562
H -1.691 7.664 2.159
H -0.523 7.324 0.877



110
Properties=species:S:1:pos:R:3 method="wB97M-V/def2-TZVPD" fmax_ev_per_a=2.87 lumo_ev=-3.8 homo_lumo_gap_ev=9.054 charge=+2
Ca -0.170 0.778 0.646
C 1.365 3.855 0.612
N 0.280 3.354 -0.238
C -0.944 4.150 -0.088
C -1.581 3.759 1.185
N -1.407 2.581 1.748
C -2.108 2.635 2.929
C -2.346 1.593 3.875
C -3.160 1.898 4.982
C -3.621 3.229 5.093
C -3.442 4.217 4.190
C -2.684 3.884 3.083
N -2.342 4.583 1.945
C 2.408 2.905 1.108
N 2.142 1.678 1.482
C 3.349 1.138 1.959
C 3.643 -0.089 2.524
C 4.948 -0.320 2.968
C 5.883 0.704 2.906
C 5.599 1.947 2.348
C 4.349 2.140 1.796
N 3.732 3.254 1.213
H 1.850 4.695 0.132
H 0.901 4.307 1.500
H 0.602 3.342 -1.211
H -0.776 5.218 -0.164
H -1.614 3.853 -0.914
H -1.831 0.645 3.815
H -3.317 1.169 5.759
H -4.215 3.487 5.991
H -3.873 5.221 4.350
H -2.573 5.524 1.732
H 2.893 -0.852 2.676
H 5.211 -1.276 3.370
H 6.848 0.583 3.269
H 6.326 2.736 2.299
H 4.036 4.191 1.240
O 0.138 -1.197 2.163
S -0.694 -2.079 3.073
C -1.895 -2.933 1.944
C -1.323 -3.668 0.747
C -0.932 -2.727 -0.397
C -2.003 -2.271 -1.385
S -2.931 -0.726 -0.820
O -2.235 0.008 0.297
C -4.425 -1.433 -0.093
C -5.314 -2.136 -0.849
C -6.495 -2.547 -0.318
C -6.848 -2.163 0.998
C -5.967 -1.375 1.737
C -4.748 -0.966 1.169
C 0.400 -3.396 3.597
C 0.158 -3.933 4.814
C 0.988 -4.847 5.403
C 2.102 -5.214 4.659
C 2.369 -4.711 3.420
C 1.524 -3.747 2.834
H -2.715 -2.212 1.728
H -2.389 -3.691 2.580
H -2.038 -4.451 0.426
H -0.438 -4.213 1.138
H -0.159 -3.279 -0.976
H -0.488 -1.865 0.036
H -2.731 -3.057 -1.563
H -1.480 -1.949 -2.305
H -5.077 -2.357 -1.915
H -7.241 -3.028 -0.947
H -7.810 -2.503 1.360
H -6.201 -1.031 2.703
H -4.088 -0.401 1.789
H -0.763 -3.661 5.295
H 0.829 -5.305 6.368
H 2.851 -5.914 5.071
H 3.294 -4.890 2.905
H 1.819 -3.299 1.886
O 0.683 0.039 -1.336
As 1.063 0.297 -2.920
C 2.128 -1.205 -3.589
C 1.993 -2.439 -2.969
C 2.923 -3.460 -3.298
C 3.918 -3.188 -4.237
C 4.082 -1.890 -4.789
C 3.152 -0.913 -4.463
C 2.061 1.872 -3.292
C 3.134 2.145 -2.495
C 3.946 3.233 -2.723
C 3.628 4.026 -3.819
C 2.534 3.766 -4.687
C 1.733 2.687 -4.416
C -0.533 0.342 -3.987
C -0.561 -0.434 -5.139
C -1.725 -0.504 -5.875
C -2.788 0.300 -5.539
C -2.738 1.078 -4.387
C -1.583 1.109 -3.626
H 1.281 -2.591 -2.168
H 2.778 -4.466 -2.964
H 4.570 -3.989 -4.504
H 4.924 -1.735 -5.444
H 3.190 0.065 -4.916
H 3.305 1.588 -1.585
H 4.738 3.490 -2.040
H 4.155 4.967 -4.019
H 2.206 4.432 -5.516
H 0.815 2.466 -4.965
H 0.291 -1.049 -5.379
H -1.840 -1.182 -6.714
H -3.712 0.291 -6.096
H -3.577 1.670 -4.113
H -1.579 1.636 -2.678



Repeat the third record exactly.
87
Properties=species:S:1:pos:R:3 method="wB97M-V/def2-TZVPD" fmax_ev_per_a=2.48 lumo_ev=-11.0 homo_lumo_gap_ev=5.035 e_above_lowest_kcal_mol=11.8 charge=+3
Ti 0.211 -1.136 0.148
O 0.437 0.068 1.460
C 1.274 -0.276 2.517
C 0.844 -0.058 3.814
C 1.683 -0.358 4.873
C 2.950 -0.881 4.632
C 3.378 -1.104 3.337
C 2.556 -0.794 2.251
C 2.984 -1.006 0.876
N 2.169 -1.048 -0.203
C 2.957 -1.326 -1.312
C 4.242 -1.429 -0.900
N 4.236 -1.229 0.463
H -0.152 0.338 3.972
H 1.348 -0.181 5.886
H 3.601 -1.124 5.460
H 4.352 -1.547 3.171
H 2.552 -1.418 -2.304
H 5.143 -1.624 -1.456
H 5.057 -1.242 1.053
Br -0.345 -2.758 -1.822
B -1.203 -4.287 -0.848
B -2.010 -5.660 -1.582
C -1.773 -6.892 -0.437
B -0.450 -5.869 -0.714
B -0.813 -6.495 0.919
B -2.583 -6.679 1.044
B -3.319 -6.164 -0.492
B -2.974 -4.419 -0.744
Br -4.044 -3.092 -1.681
B -3.363 -5.066 0.915
Br -5.002 -4.579 1.832
B -1.773 -5.288 1.810
Br -1.588 -4.972 3.720
B -0.478 -4.775 0.684
Br 1.051 -3.655 1.282
B -2.032 -3.911 0.687
Br -2.013 -2.021 1.321
H -2.073 -5.888 -2.733
H -1.699 -7.904 -0.808
H 0.497 -6.230 -1.307
H -0.092 -7.272 1.421
H -3.034 -7.593 1.624
H -4.243 -6.738 -0.931
C -1.815 3.204 -2.506
N -2.060 1.869 -3.018
C -2.608 1.682 -4.373
C -2.747 0.153 -4.491
N -2.242 -0.309 -3.189
C -1.915 0.714 -2.406
S -1.446 0.553 -0.752
H -1.134 3.734 -3.173
H -1.382 3.150 -1.510
H -2.753 3.759 -2.460
H -1.921 2.104 -5.105
H -3.563 2.202 -4.460
H -2.141 -0.258 -5.297
H -3.778 -0.164 -4.638
H -2.471 -1.226 -2.830
C 3.584 5.478 -0.999
C 3.032 4.124 -0.570
C 2.018 3.565 -1.568
C 1.565 2.140 -1.234
Ge 0.894 2.071 0.661
C -0.539 3.168 1.477
C -0.168 4.652 1.358
C -1.274 5.558 1.897
C -0.860 7.024 1.870
H 4.315 5.845 -0.281
H 2.786 6.218 -1.080
H 4.074 5.399 -1.970
H 2.549 4.225 0.413
H 3.855 3.411 -0.453
H 2.465 3.549 -2.566
H 1.155 4.235 -1.616
H 2.417 1.461 -1.286
H 0.800 1.801 -1.927
H 2.119 2.029 1.601
H -0.599 2.870 2.526
H -1.500 2.955 1.011
H 0.026 4.917 0.312
H 0.752 4.848 1.916
H -1.520 5.260 2.920
H -2.183 5.416 1.304
H -0.037 7.209 2.562
H -1.691 7.664 2.159
H -0.523 7.324 0.877



Please write out number 2 again, unchanged.
75
Properties=species:S:1:pos:R:3 method="wB97M-V/def2-TZVPD" fmax_ev_per_a=0.74 lumo_ev=0.2 homo_lumo_gap_ev=9.072 e_above_lowest_kcal_mol=13.8
Sr -1.704 -1.547 2.075
B 1.748 -1.673 2.456
N 1.141 -2.567 3.572
C 1.643 -3.683 4.129
C 0.652 -4.297 4.872
C -0.458 -3.461 4.709
N -0.154 -2.419 3.936
N 1.505 -2.357 1.071
C 2.407 -2.925 0.254
C 1.734 -3.562 -0.774
C 0.384 -3.328 -0.488
N 0.256 -2.603 0.622
H 2.944 -1.594 2.602
H 1.175 -0.597 2.481
H 2.671 -3.957 3.953
H 0.726 -5.202 5.450
H -1.457 -3.550 5.110
H 3.460 -2.844 0.472
H 2.158 -4.123 -1.590
H -0.495 -3.653 -1.026
O -3.855 -2.042 3.316
C -4.277 -1.941 2.140
O -3.770 -2.541 1.153
C -5.132 -0.741 1.804
C -6.538 -0.740 1.679
C -7.149 0.420 1.313
C -6.369 1.575 1.063
C -6.930 2.814 0.665
C -6.129 3.893 0.431
C -4.728 3.785 0.582
C -4.158 2.604 0.967
C -4.969 1.472 1.218
N -4.372 0.307 1.600
H -7.095 -1.648 1.870
H -8.226 0.475 1.203
H -8.005 2.886 0.552
H -6.562 4.838 0.128
H -4.103 4.648 0.391
H -3.087 2.495 1.086
Cl 2.393 -2.418 -5.725
C 2.347 -1.139 -4.554
C 1.705 -1.344 -3.346
C 1.682 -0.321 -2.416
C 2.274 0.916 -2.674
C 2.186 2.026 -1.657
C 0.797 2.667 -1.597
N -0.209 1.785 -1.042
C -1.169 1.087 -1.748
C -1.734 0.227 -0.859
N -1.157 0.408 0.382
C -0.247 1.339 0.232
O 2.491 1.611 -0.340
C 3.639 0.774 -0.226
C 4.866 1.399 -0.814
C 5.698 0.801 -1.710
Cl 5.536 -0.780 -2.365
S 6.997 1.808 -2.196
C 6.423 3.083 -1.205
C 5.303 2.730 -0.526
C 2.927 1.073 -3.896
Cl 3.729 2.564 -4.313
C 2.970 0.061 -4.842
H 1.244 -2.297 -3.126
H 1.218 -0.503 -1.452
H 2.869 2.825 -1.949
H 0.486 2.936 -2.606
H 0.847 3.581 -1.006
H -1.330 1.251 -2.801
H -2.521 -0.495 -1.024
H 0.421 1.701 0.996
H 3.454 -0.193 -0.701
H 3.753 0.596 0.842
H 6.955 4.021 -1.165
H 4.786 3.388 0.160
H 3.486 0.212 -5.780